# C3H8OS

A 2-piece molecular cluster, C3H8OS overall (the ωB97M-V functional and the def2-TZVPD basis, the OMol25 dataset).

```
13
Properties=species:S:1:pos:R:3:forces:R:3
C -1.158376 1.837919 0.728026 -0.021 0.906 0.674
S -0.095188 2.764560 1.909147 -0.036 -0.159 -0.274
H -1.681613 1.076966 1.293878 0.070 -0.369 -0.306
H -1.880955 2.531102 0.300052 0.054 -0.128 -0.127
H -0.503638 1.464312 -0.048956 -0.044 -0.268 -0.023
H -1.078264 3.098649 2.751583 -0.019 0.017 0.030
C 0.683673 -2.620619 -0.684433 0.438 -0.412 0.696
C 0.987697 -1.333198 -0.726411 -0.308 -0.294 -0.267
O 1.510138 -0.696588 -1.817737 -0.283 0.324 -0.004
H 0.350502 -3.047216 0.262517 -0.134 0.155 -0.381
H 0.966406 -3.318697 -1.467945 -0.223 0.196 -0.062
H 0.786458 -0.673107 0.105860 0.233 0.109 0.073
H 1.113159 -1.084086 -2.605583 0.273 -0.078 -0.030
```
Positions in Å, forces in eV/Å.

Results
E	-592.47941	hartree
highest occupied orbital energy	-9.054	eV
M	92.163	g/mol
2S+1	1
largest force on an atom	1.1	eV/Å

***

# C5H7Cl2NO2

One molecule with the formula C5H7Cl2NO2 (the ωB97M-V functional and the def2-TZVPD basis, the OMol25 dataset).

```
17
Properties=species:S:1:pos:R:3:forces:R:3
C 1.326573 -1.433302 -0.170788 1.800 -0.003 -1.505
C 0.928520 -0.085481 0.327215 -0.304 -0.581 0.684
C -0.564160 -0.276845 0.448422 -2.835 -0.585 0.090
C 1.300342 1.137638 -0.494002 2.677 0.497 -1.228
C -1.563994 0.584819 -0.460635 -0.041 -1.583 2.810
N 0.381109 -2.216881 -0.331833 -1.557 -2.568 -0.137
O -0.840715 -1.687291 0.033990 1.214 1.836 0.343
O -0.911216 -0.077398 1.803264 -1.222 -1.482 -0.063
Cl -1.817117 2.154827 0.268132 -0.153 0.402 -0.246
Cl -3.104734 -0.337491 -0.530038 0.054 0.585 -0.139
H 2.298290 -1.915971 -0.457275 -0.667 1.236 0.496
H 1.160208 -0.295291 1.396789 0.757 1.841 -0.285
H 1.218074 0.954414 -1.588648 -0.592 -0.417 0.586
H 2.438554 1.349220 -0.521563 -1.777 -0.040 0.830
H 0.703711 2.046828 -0.324224 0.570 -0.433 0.456
H -1.183596 0.661766 -1.416520 0.553 0.341 -2.032
H -1.769845 -0.563564 2.017709 1.522 0.953 -0.661
```
Positions in Å, forces in eV/Å.

Results
E	-1320.24952	hartree
highest occupied orbital energy	-9.991	eV
M	184.022	g/mol
2S+1	1
largest force on an atom	3.2	eV/Å

***

# C48H39N6O2P2S4Ta

C48H39N6O2P2S4Ta as an isolated structure (the ωB97M-V functional and the def2-TZVPD basis, the OMol25 dataset).

```
102
Properties=species:S:1:pos:R:3:forces:R:3
Ta -0.372347 -0.048272 -0.009436 0.036 -0.345 0.266
C 2.892862 -1.466650 0.530651 0.040 0.125 0.074
O 1.936453 -0.422764 0.836469 0.001 -0.298 0.081
C 2.339430 0.445521 1.821378 0.146 -0.097 0.145
C 3.432705 0.227794 2.650700 -0.113 0.072 -0.022
C 3.789038 1.216352 3.555483 0.007 0.034 0.020
C 3.079285 2.409464 3.619253 -0.005 -0.041 -0.019
C 1.987335 2.611300 2.795304 0.019 -0.002 0.059
C 1.603450 1.612718 1.909051 -0.270 -0.094 -0.181
N 0.471689 1.713883 1.023734 0.191 0.198 0.431
N -0.065624 2.875643 1.115457 -0.317 0.239 -0.373
C -1.057634 3.313473 0.328473 0.301 0.021 0.511
C -1.371955 2.671018 -0.878621 0.135 -0.403 -0.256
O -0.786992 1.536352 -1.160765 -0.478 0.695 -0.389
C -2.273403 3.255526 -1.791579 0.104 0.191 -0.004
C -2.895850 4.414940 -1.440320 0.010 0.019 -0.019
C -2.637244 5.095781 -0.210480 -0.038 0.062 -0.049
C -3.298876 6.301335 0.101004 0.031 -0.089 -0.058
C -3.013786 6.962278 1.265638 0.072 -0.023 0.109
C -2.060791 6.432188 2.151878 -0.076 0.116 -0.010
C -1.411690 5.254241 1.875845 -0.019 -0.109 -0.101
C -1.688666 4.567830 0.683919 -0.003 0.045 0.013
H 3.872698 -1.007332 0.406310 -0.020 -0.038 0.024
H 2.580034 -1.936433 -0.388527 -0.053 -0.050 -0.066
H 2.898627 -2.200500 1.334790 -0.010 -0.034 -0.018
H 4.003251 -0.685692 2.595989 0.013 -0.016 0.030
H 4.639787 1.055930 4.203548 0.005 0.001 0.005
H 3.375241 3.183706 4.312963 0.015 0.001 0.011
H 1.420340 3.527934 2.838872 0.001 -0.003 0.005
H -2.455203 2.764900 -2.737099 -0.026 -0.035 0.003
H -3.616718 4.854789 -2.119364 -0.016 0.011 0.002
H -4.025766 6.697649 -0.596285 -0.011 0.006 -0.004
H -3.515286 7.889346 1.504862 0.000 0.012 0.003
H -1.833194 6.962756 3.067366 -0.013 0.008 0.001
H -0.694062 4.847114 2.573535 0.006 -0.016 0.011
S 0.058173 -2.523809 -0.224181 -0.111 -0.422 0.107
P -0.608926 -2.501254 1.707356 0.483 -0.028 0.026
C -0.630301 -0.809889 1.999574 -0.326 -0.304 -0.235
P -2.053354 -0.039641 2.528669 0.106 0.130 0.227
S -2.723599 0.635953 0.723840 -0.019 0.234 -0.017
C -3.294980 -0.951048 3.443884 -0.097 -0.040 0.006
C -4.568500 -1.164501 2.935032 -0.049 -0.084 0.008
C -5.524983 -1.798991 3.718232 0.051 0.030 -0.038
C -5.204203 -2.218025 4.998745 0.020 0.015 0.052
C -3.926056 -2.009032 5.508614 -0.064 0.006 -0.033
C -2.972778 -1.371655 4.736854 0.009 0.064 0.024
C -1.715840 1.367200 3.589581 -0.044 0.092 0.053
C -0.562833 1.385608 4.363664 -0.010 0.033 0.074
C -0.376067 2.399098 5.297554 0.018 -0.052 -0.052
C -1.336755 3.384688 5.451344 -0.033 0.014 0.000
C -2.492091 3.367704 4.674384 0.059 0.018 0.041
C -2.685835 2.359448 3.749754 0.008 -0.012 -0.079
C -2.154594 -3.410947 1.765502 -0.137 -0.088 0.063
C -2.557447 -4.035294 2.947692 0.025 0.011 0.006
C -3.777615 -4.687087 3.004421 0.005 -0.006 -0.062
C -4.600471 -4.719324 1.885690 -0.007 -0.023 0.010
C -4.203701 -4.102180 0.708652 0.023 -0.007 0.001
C -2.980539 -3.453067 0.646348 -0.016 -0.039 0.002
C 0.532278 -3.365234 2.787326 0.150 0.033 0.079
C 1.322763 -2.618303 3.657903 -0.043 -0.029 0.044
C 2.265838 -3.250759 4.456480 -0.021 -0.013 -0.004
C 2.421770 -4.626948 4.381478 -0.003 0.018 -0.001
C 1.636033 -5.375079 3.511596 -0.005 -0.007 0.015
C 0.691099 -4.750288 2.715939 0.026 0.010 -0.046
H -4.819055 -0.843177 1.931838 0.001 0.027 0.004
H -6.519486 -1.961581 3.325518 -0.011 -0.004 -0.002
H -5.953353 -2.705530 5.608318 -0.002 -0.002 0.010
H -3.682215 -2.332345 6.511308 0.010 -0.002 0.014
H -1.984913 -1.190777 5.147070 0.009 0.019 -0.018
H 0.181028 0.608282 4.239985 0.030 -0.008 -0.013
H 0.519281 2.413016 5.904635 0.011 -0.006 0.005
H -1.191563 4.166855 6.184747 -0.008 0.010 0.002
H -3.240114 4.138650 4.797899 -0.017 0.010 -0.004
H -3.591005 2.346662 3.152858 0.001 -0.026 -0.014
H -1.923140 -4.013454 3.824341 0.034 -0.010 -0.007
H -4.085288 -5.174754 3.919346 0.004 -0.003 0.010
H -5.548563 -5.238946 1.930175 -0.007 0.000 0.000
H -4.835815 -4.143840 -0.168504 -0.006 -0.005 -0.006
H -2.652276 -3.008095 -0.281620 0.005 0.027 -0.028
H 1.186525 -1.544537 3.710086 0.011 0.012 -0.033
H 2.870679 -2.671498 5.141513 0.006 0.007 0.007
H 3.152732 -5.121431 5.006761 0.011 -0.013 -0.001
H 1.759564 -6.448067 3.459694 -0.004 -0.010 -0.007
H 0.083654 -5.341859 2.041619 -0.031 0.016 -0.021
N -3.926836 -1.091417 -1.588478 0.035 0.127 0.059
C -2.816423 -1.104990 -2.352863 0.075 -0.078 0.234
N -1.568193 -0.883199 -1.964553 -0.283 0.077 -0.182
C -0.708372 -1.118370 -3.041381 0.135 0.056 0.070
C -1.287811 -1.474524 -4.201798 0.002 -0.009 0.054
S -2.985501 -1.574109 -4.000540 -0.062 -0.068 -0.194
C 0.716417 -0.874517 -2.861779 -0.126 -0.072 -0.019
C 1.707552 -1.203521 -3.710581 -0.046 0.040 0.007
S 3.175644 -0.450652 -3.226071 0.117 -0.056 -0.102
C 2.371972 0.242231 -1.878481 -0.168 0.319 0.021
N 1.100859 -0.114813 -1.758171 0.548 -0.110 -0.152
N 3.029719 1.082160 -1.049661 -0.010 0.157 -0.149
H -3.878722 -0.705079 -0.657686 0.031 -0.039 -0.001
H -4.823738 -1.078362 -2.044354 0.014 -0.030 -0.005
H -0.825169 -1.646841 -5.157350 0.027 -0.003 -0.014
H 1.654887 -1.799125 -4.604907 -0.007 -0.004 -0.026
H 3.905803 1.465466 -1.367336 -0.007 -0.021 -0.011
H 2.481510 1.703651 -0.473880 0.017 -0.042 0.004
```
Positions in Å, forces in eV/Å.

Results
E	-4663.76473	hartree
highest occupied orbital energy	-12.528	eV
M	1103.044	g/mol
2S+1	1
largest force on an atom	0.9	eV/Å
net charge	+2

***

For reference, energy relative to the best compared isomer or geometry (same formula, charge and spin) by record: 24.2; 31.6; 16.7 kcal per mole.